Record 1
ORCA calculation (ωB97M-V with the def2-TZVPD basis set) on C49H38Br2N5O6PS2SiSn as an isolated structure.

The geometry in XYZ format:
```
105
Properties=species:S:1:pos:R:3:forces:R:3
Sn 0.6507 0.5660 1.0565 -0.6 0.7 0.5
Br -0.4837 5.6694 0.5210 0.0 0.1 0.0
Br -5.9091 4.1308 0.3763 0.1 -0.1 0.0
S 3.1658 -1.3019 -0.5668 0.1 0.5 -0.1
S -0.4641 0.1755 4.0943 0.2 -0.1 0.0
P 0.7627 0.1631 -2.1816 -0.1 0.2 -0.8
Si 0.7373 -3.2585 -0.1348 -0.1 -0.5 -0.4
O 3.0732 0.0744 -0.1439 0.4 -0.5 0.0
O -0.1189 -0.5737 5.2655 0.0 0.3 0.2
O 4.2288 -2.1040 -0.0566 0.1 -0.2 -0.1
O -1.0985 -0.5619 3.0068 0.0 0.1 0.1
O 1.8058 -1.9612 -0.2284 0.5 0.0 0.1
O -0.0721 2.6715 0.6660 0.8 -0.8 0.3
N -1.8616 0.6810 0.4123 -0.1 0.0 0.1
N 2.3388 2.1527 2.4527 -0.1 -0.1 0.1
N -3.7186 4.9971 5.1107 -0.1 0.0 0.1
N 0.8081 0.8141 3.3430 -0.7 -0.4 -0.6
N 1.8758 2.3680 4.7835 -0.1 -0.2 0.0
C 0.7755 4.4906 -3.7812 0.0 0.0 0.0
C 0.0428 3.5373 -4.4725 0.0 0.0 -0.1
C -0.3843 -1.8821 -3.7927 0.0 0.0 0.0
C -0.7680 -4.0977 2.0396 0.0 0.1 -0.1
C 1.2713 -4.4693 -1.4629 0.0 0.2 0.2
C 2.2643 -0.5108 -3.0405 0.1 -0.1 0.2
C -3.2900 2.9958 3.8427 -0.1 0.1 0.0
C -4.1139 -0.0975 0.3527 -0.1 0.2 0.0
C -1.0243 -4.5853 3.3092 0.0 -0.1 0.1
C -2.5647 1.8385 3.6523 0.0 -0.1 0.0
C 1.5904 -4.3309 2.4142 0.1 0.0 -0.1
C 3.2514 3.0990 2.5389 0.0 0.0 0.1
C -1.7722 4.2907 0.4519 0.4 -0.2 0.0
C 1.4848 2.8109 -2.2183 -0.1 -0.1 0.0
C -2.3155 1.9536 0.4326 -0.3 0.3 -0.1
C 2.6179 -4.6490 -1.7877 -0.1 -0.1 0.0
C 0.0290 -4.9480 4.1354 0.0 0.0 -0.1
C 2.5020 -0.2738 -4.3920 0.0 0.0 0.1
C -1.3108 2.9766 0.5275 -0.4 0.3 -0.1
C 2.9848 -5.4867 -2.8310 0.1 0.0 0.1
C 0.6717 -5.9997 -3.2393 0.0 0.0 0.0
C -3.1254 4.6216 0.3746 -0.2 -0.3 0.0
C -2.7363 -1.9790 -4.2933 0.0 0.0 0.0
C 1.4907 4.1268 -2.6499 0.1 0.1 0.0
C 4.5733 -1.5005 -4.2996 0.0 0.1 0.0
C 3.2305 -1.2422 -2.3368 -0.2 0.2 0.0
C -4.0721 3.6310 0.3748 0.0 0.3 0.0
C -1.1682 2.3860 5.5420 -0.1 -0.1 0.0
C -0.5663 -0.6808 -3.1131 0.0 0.0 0.1
C -2.9635 3.8672 4.8881 0.1 -0.2 0.0
C -2.9308 -0.7913 -3.5993 0.0 0.1 0.0
C -2.7251 -0.3036 0.3749 0.1 -0.1 -0.1
C -4.5983 1.1834 0.3584 0.1 -0.2 0.0
C -3.6989 2.2698 0.3888 0.1 -0.1 -0.1
C 0.5416 -3.9502 1.5764 -0.1 0.3 -0.2
C -1.8560 -0.1514 -3.0067 0.0 -0.1 0.0
C 3.5431 3.7275 3.7436 0.0 0.0 0.0
C 2.0133 -6.1619 -3.5540 0.0 0.0 -0.1
C 1.3352 -4.8293 3.6807 0.0 0.0 0.1
C 0.0192 2.2217 -4.0340 0.1 0.1 0.1
C 0.3069 -5.1581 -2.2011 0.0 0.1 0.2
C 3.6406 -0.7613 -5.0133 0.1 0.0 -0.1
C -1.5049 1.5385 4.4945 0.2 -0.1 -0.1
C -1.4656 -2.5232 -4.3829 0.0 -0.1 0.0
C 2.8052 3.3166 4.8393 0.0 0.0 -0.1
C 1.6823 1.8028 3.5909 0.4 0.4 0.1
C -1.9004 3.5393 5.7401 0.0 0.1 0.0
C 0.7462 1.8470 -2.9059 -0.1 0.0 0.1
C 4.3744 -1.7292 -2.9497 0.0 -0.1 0.2
H -5.6633 1.3693 0.3402 0.0 0.0 0.0
H -3.3344 5.7110 5.7024 0.0 0.1 -0.1
H 2.9527 3.7656 5.8165 0.0 0.0 0.0
H -3.5764 -2.4810 -4.7555 0.0 0.0 0.0
H 2.3051 -6.8178 -4.3642 0.0 0.0 0.0
H -0.5173 3.8151 -5.3566 0.0 0.0 0.0
H 1.8002 0.3299 -4.9535 0.0 0.0 0.0
H -0.1666 -5.3225 5.1314 0.0 0.0 0.0
H -1.3074 -3.4596 -4.9034 0.0 0.0 0.0
H 4.2946 4.4987 3.8154 0.0 0.0 0.0
H -2.0064 0.7756 -2.4670 -0.1 0.0 0.0
H 3.8147 -0.5447 -6.0593 0.0 0.0 0.0
H -0.5044 -2.5912 -0.5691 -0.2 -0.2 0.1
H -3.9206 -0.3589 -3.5232 0.0 0.0 0.0
H 0.7769 5.5190 -4.1183 0.0 0.0 0.0
H -0.5779 1.4926 -4.5640 0.0 0.0 -0.1
H -0.3300 2.1326 6.1744 0.0 0.1 0.1
H 5.1048 -2.2569 -2.3508 0.0 0.0 0.0
H -0.7402 -5.0221 -1.9517 0.0 0.0 -0.1
H 3.3825 -4.1406 -1.2151 0.1 0.0 0.0
H 5.4716 -1.8601 -4.7823 0.0 0.0 0.0
H -1.5975 -3.8245 1.3961 0.0 0.1 0.1
H 2.0375 4.8766 -2.0937 0.0 0.0 0.0
H -1.6529 4.2076 6.5563 0.0 0.0 0.0
H -0.0887 -6.5147 -3.8124 0.0 0.0 0.0
H 3.7528 3.3683 1.6155 0.0 0.0 0.0
H 2.0402 2.5191 -1.3342 0.0 0.1 0.0
H 2.6171 -4.2375 2.0771 0.0 0.0 0.0
H -2.8049 1.1429 2.8605 -0.1 0.0 0.0
H -4.1155 3.2408 3.1840 0.0 0.0 0.0
H 4.0323 -5.6150 -3.0729 0.0 0.0 0.0
H 0.6015 -2.3272 -3.8556 0.0 0.0 -0.1
H -2.0449 -4.6739 3.6579 0.0 0.0 0.0
H -4.7895 -0.9411 0.3241 0.1 0.0 0.0
H -2.3188 -1.3091 0.3519 0.0 0.0 0.1
H 2.1557 -5.1249 4.3214 0.0 0.0 0.0
H -4.3147 5.3165 4.3681 0.0 0.1 0.0
H -3.4213 5.6600 0.3264 0.0 0.0 0.0
```
Forces are in eV/Å.

Values from the calculation:
Kohn-Sham gap	7.5	eV

***

Record 2
ORCA calculation (ωB97M-V with the def2-TZVPD basis set) on C49H38CsOP2S as an isolated structure.

The geometry in XYZ format:
```
92
Properties=species:S:1:pos:R:3:forces:R:3
Cs -0.1688 0.3540 -0.2024 -0.6 -1.1 -1.1
S 1.0956 3.0573 0.8132 0.3 0.0 0.2
P 2.9452 1.2198 -0.7692 0.8 0.2 0.1
P -1.0518 1.0651 2.8071 -0.5 0.4 0.7
O 1.1066 1.8810 1.7767 0.1 0.5 0.4
C 3.3709 0.3656 -2.3315 0.0 0.0 0.0
C -2.8557 -0.2248 4.6938 -0.1 0.0 0.1
C 3.1860 0.3538 -4.7474 0.0 0.0 0.0
C 5.8694 3.9843 -1.7319 0.0 0.0 0.1
C -4.1002 -0.7378 5.0386 0.1 0.0 0.0
C 3.6264 3.8214 0.0466 0.0 0.2 0.2
C 6.4554 6.2240 -0.4677 0.0 0.0 0.0
C -2.7455 6.7343 4.4671 0.0 0.0 -0.1
C 0.1447 0.3526 3.9945 0.1 -0.1 0.0
C -1.2264 2.8220 3.4133 0.2 0.0 -0.3
C 1.1705 -1.6504 4.8944 0.0 0.0 0.0
C 5.7295 6.8573 0.7598 0.0 -0.1 0.0
C 5.3835 -1.0717 2.4550 0.0 0.0 0.0
C 3.9170 2.7740 -0.8621 -0.1 -0.1 0.0
C -2.3662 4.2280 5.1003 0.0 -0.3 0.0
C -2.6452 0.3666 3.4479 0.1 0.0 0.0
C -0.9466 4.0023 2.6250 0.1 0.0 -0.1
C -0.1940 5.3678 0.7469 -0.1 0.3 -0.1
C 3.7264 -0.9270 -4.7945 0.0 0.0 0.0
C 4.5654 5.9316 1.0320 0.0 0.0 0.0
C 4.0036 -0.9959 2.5443 0.0 0.0 -0.1
C 0.2511 -1.0391 4.0531 0.0 0.0 0.1
C 5.3112 0.2003 0.4181 0.1 0.0 0.0
C -0.1505 4.1901 1.4420 -0.1 -0.2 0.3
C -0.9245 6.4974 1.1752 0.2 -0.1 -0.2
C 1.0175 1.1174 4.7625 0.0 0.0 0.0
C -3.7067 0.4074 2.5411 0.0 -0.1 0.0
C 3.9183 0.2738 0.4865 0.1 0.1 0.0
C 3.5970 5.9363 2.0381 0.1 0.0 0.0
C -1.8738 2.9924 4.6102 -0.2 0.0 0.3
C 2.6127 4.9732 2.0298 0.1 -0.2 -0.2
C -2.3307 7.4549 3.1548 0.0 -0.1 0.0
C -1.5576 6.4170 2.3740 -0.1 0.0 0.2
C -4.9533 -0.0968 2.8871 0.0 0.0 0.1
C 4.0792 -1.5606 -3.6143 0.0 0.0 0.1
C 5.0066 2.8925 -1.7427 0.0 0.0 -0.1
C 1.9482 0.5088 5.5953 0.0 0.0 0.0
C -2.2510 5.3153 4.2996 0.0 0.2 -0.1
C 2.5384 3.9685 1.0039 0.1 0.3 -0.1
C 3.9040 -0.9191 -2.3908 0.0 -0.1 -0.1
C 3.2722 -0.3249 1.5665 0.0 -0.1 0.0
C -1.5563 5.1930 3.0766 0.0 0.0 0.0
C -5.1547 -0.6674 4.1371 0.0 0.0 0.0
C 6.0407 -0.4709 1.3862 -0.1 0.0 0.0
C 4.5829 4.8758 0.0936 -0.2 0.0 0.1
C 3.0030 0.9868 -3.5295 0.0 0.0 -0.1
C 2.0195 -0.8749 5.6742 0.0 0.0 0.0
C 5.6668 4.9687 -0.7825 0.1 0.0 -0.1
C -3.0793 -0.0673 -0.8677 -0.3 0.1 0.1
H -3.2042 7.7895 2.5927 0.0 0.0 0.0
H -3.7853 0.6573 -1.3323 0.0 -0.1 0.0
H -3.5471 0.7746 1.5295 0.0 0.0 0.0
H 2.5788 1.9846 -3.5031 0.0 0.0 0.0
H 0.4374 5.4571 -0.1311 0.0 0.0 0.0
H 3.8673 -1.4251 -5.7455 0.0 0.0 0.0
H 2.7439 -1.3472 6.3264 0.0 0.0 0.0
H -5.7543 -0.0706 2.1592 0.0 0.0 0.0
H 5.9503 -1.5863 3.2220 0.0 0.0 0.0
H 2.9000 0.8579 -5.6622 0.0 0.0 0.0
H -0.4091 -1.6521 3.4481 0.0 0.0 0.0
H -0.9070 7.4091 0.5905 0.0 0.0 0.0
H 2.1960 -0.2549 1.6875 0.1 0.1 -0.1
H 7.4980 5.9892 -0.2395 0.0 0.0 0.0
H 4.1897 -1.4269 -1.4780 0.0 0.0 0.0
H -2.2903 7.2036 5.3410 0.0 0.0 0.0
H 3.4821 -1.4374 3.3827 0.0 0.0 0.0
H 5.8310 0.6912 -0.3977 0.0 0.0 0.0
H -1.7219 8.3389 3.3493 0.0 0.0 0.0
H 2.6240 1.1220 6.1787 0.0 0.0 0.0
H 7.1208 -0.5139 1.3145 0.0 0.0 0.0
H 5.1977 2.0969 -2.4528 0.0 0.0 0.0
H -2.8733 4.2678 6.0572 0.0 0.0 0.0
H 1.2271 -2.7316 4.9347 0.0 0.0 0.0
H -3.7630 -0.7821 -0.3565 0.0 0.0 -0.1
H -6.1239 -1.0730 4.4016 0.0 0.0 0.0
H 6.4037 6.9350 1.6189 0.0 0.0 0.0
H -2.0750 2.1100 5.2057 0.0 0.1 0.0
H 1.8583 4.9894 2.8065 0.0 0.0 0.0
H 6.6959 4.0266 -2.4330 0.0 0.0 0.0
H -3.8253 6.7597 4.6200 0.0 0.0 0.0
H -4.2437 -1.1918 6.0119 0.0 0.0 0.0
H 4.4963 -2.5601 -3.6379 0.0 0.0 0.0
H 0.9789 2.1974 4.6978 0.0 0.0 0.0
H -2.0452 -0.2809 5.4115 0.0 0.0 0.0
H 3.6025 6.6841 2.8247 0.0 0.0 0.0
H 5.3994 7.8766 0.5364 0.0 0.0 0.0
H 6.4711 6.9090 -1.3192 0.0 0.0 0.0
```
Forces are in eV/Å.

Values from the calculation:
charge	-1
Kohn-Sham gap (spin up / spin down)	4.9 / 4.1	eV

***

Relative energy (zero: lowest compared OMol25 entry of this formula, charge and spin)? In order: 57.7 0.0 kJ/mol.